Record 1
Computed, not measured: a cluster of 12 separate species, C14H52N22O12 in total, with wB97M-V/def2-TZVPD.

Element x y z (Å)
C: -4.3761 1.8945 4.1296
O: -5.5740 1.8373 4.2559
N: -3.6505 1.2017 3.2774
N: -3.5975 2.5615 4.9202
H: -4.1799 0.4740 2.8189
H: -2.6587 1.3660 3.1796
H: -2.6125 2.5270 4.6997
H: -3.9740 3.1729 5.6306
C: 2.1507 -1.0115 3.7328
O: 3.0355 -0.2662 3.3335
N: 0.8938 -0.6606 3.9675
N: 2.2002 -2.2370 4.1418
H: 0.6545 0.2173 3.5291
H: 0.1427 -1.2772 4.2426
H: 3.0898 -2.7145 4.1146
H: 1.3322 -2.7265 4.3066
C: 3.9680 -0.7243 -3.6956
O: 4.3035 -0.0426 -4.6092
N: 4.7527 -0.9467 -2.6698
N: 2.8292 -1.3033 -3.5177
H: 4.4454 -1.5575 -1.9264
H: 5.5665 -0.3486 -2.6631
H: 2.6040 -1.7297 -2.6302
H: 2.1291 -1.1756 -4.2343
C: -1.1362 -0.7814 -4.0320
O: -0.0769 -0.4262 -3.4891
N: -2.1536 -1.3043 -3.4015
N: -1.3818 -0.6764 -5.3167
H: -1.9752 -1.3662 -2.4093
H: -3.0040 -1.6278 -3.8400
H: -2.3216 -0.9485 -5.5672
H: -0.7866 -0.2984 -6.0399
C: -3.4813 1.9507 -1.7953
O: -3.0706 2.2271 -0.6655
N: -4.7018 1.5870 -2.0374
N: -2.7508 2.0297 -2.9315
H: -4.8532 1.6348 -3.0349
H: -5.4328 1.7088 -1.3512
H: -1.7585 2.0340 -2.7431
H: -3.1567 1.7254 -3.8049
C: -0.4830 -4.8488 1.5968
O: -0.4897 -3.8384 2.2954
N: -0.3968 -4.8353 0.2950
N: -0.4995 -6.0447 2.1293
H: -0.3009 -5.7360 -0.1519
H: -0.1996 -3.9787 -0.2024
H: -0.4279 -6.9323 1.6527
H: -0.3120 -6.1702 3.1137
C: 0.7335 3.4289 -2.9108
O: 1.4563 3.1277 -1.9757
N: 0.0959 2.6242 -3.7191
N: 0.2780 4.6241 -3.2167
H: 0.4230 1.6789 -3.5802
H: -0.5368 2.9506 -4.4356
H: 0.6148 5.3766 -2.6334
H: -0.4698 4.7651 -3.8808
C: 3.8293 1.7366 0.5747
O: 4.7598 1.7417 1.3101
N: 2.8345 1.0296 0.7788
N: 3.5824 2.5320 -0.4711
H: 2.8376 0.4534 1.6083
H: 1.9784 1.2262 0.2802
H: 4.2576 3.1896 -0.8341
H: 2.6316 2.4456 -0.8008
C: -0.1679 -0.5241 0.5307
O: -0.8150 -0.0660 1.4120
N: 0.3165 0.1786 -0.5153
N: 0.4496 -1.6419 0.6528
H: -0.0418 1.0708 -0.8246
H: 0.7871 -0.3364 -1.2457
H: 1.2905 -1.9335 0.1752
H: 0.3007 -2.2112 1.4737
C: 3.7912 -2.8206 -0.0006
O: 2.7439 -2.3905 -0.4968
N: 4.7162 -3.5496 -0.6024
N: 4.1633 -2.5843 1.1851
H: 4.3984 -3.7872 -1.5312
H: 5.2283 -4.2635 -0.1041
H: 4.8739 -3.2234 1.5118
H: 3.6281 -2.0030 1.8143
C: -3.2774 -2.5411 -0.4844
O: -2.3914 -3.0145 -1.1148
N: -4.3331 -2.1969 -0.9994
N: -3.3377 -2.6306 0.8052
H: -5.1514 -1.8456 -0.5229
H: -4.3949 -2.2009 -2.0075
H: -2.5318 -3.0080 1.2828
H: -4.0354 -2.0551 1.2548
C: 0.1813 3.6504 0.8787
C: -0.1253 3.4549 2.4197
C: -0.7154 4.7074 3.1547
O: -1.1213 2.3762 2.5941
H: 0.2887 2.6738 0.4066
H: 1.1345 4.1537 0.7173
H: -0.5984 4.2320 0.3868
H: 0.7169 3.1487 3.0403
H: -1.3917 5.1794 2.4419
H: -0.0110 5.4557 3.5179
H: -1.3172 4.4033 4.0111
H: -0.8809 1.5986 2.0851

Output
Energy, hartree: -2672.415824
LUMO level, eV: -0.3

=====

Record 2
Computed, not measured: a structure of composition C14H53CaO19PS, with wB97M-V/def2-TZVPD.

Element x y z (Å)
Ca: -1.3794 1.2539 1.6237
S: 0.3384 0.1810 -0.4884
O: 1.1893 1.0288 -1.2934
O: -1.0938 0.5872 -0.5564
O: 0.4852 -1.2277 -0.8916
O: 0.5918 0.3859 0.9792
C: 3.0295 -2.3515 1.0744
O: 2.1380 -3.0904 0.2673
H: 2.4753 -1.6800 1.7412
H: 3.5715 -3.0739 1.6824
H: 3.7236 -1.7472 0.4858
H: 1.5117 -2.4541 -0.1189
C: -3.8971 -1.2746 1.7221
O: -2.9136 -0.5716 0.9958
H: -4.8127 -1.3992 1.1433
H: -3.5308 -2.2589 2.0400
H: -4.1019 -0.7363 2.6492
H: -2.6241 -1.1672 0.2692
C: -3.6615 3.7695 0.4295
O: -3.0983 2.4844 0.1941
H: -3.5669 4.4245 -0.4363
H: -4.7178 3.6862 0.7104
H: -3.1672 4.2296 1.2854
H: -3.6500 2.0251 -0.4551
C: -0.1193 4.6859 0.9870
O: -0.3119 3.3189 0.6110
H: -0.3528 4.7910 2.0466
H: 0.9155 4.9908 0.8424
H: -0.7815 5.3340 0.4091
H: -0.1268 3.2527 -0.3461
C: 1.6604 -3.3166 -3.3848
O: 1.0205 -2.0428 -3.4951
H: 2.6098 -3.2317 -2.8463
H: 1.0327 -4.0232 -2.8307
H: 1.8592 -3.7029 -4.3799
H: 0.9724 -1.6878 -2.5972
C: -2.5750 -0.1021 -3.4430
O: -2.8609 0.9229 -2.5032
H: -2.7917 0.2692 -4.4409
H: -1.5254 -0.4117 -3.3951
H: -3.1737 -0.9923 -3.2212
H: -2.1526 0.9348 -1.8278
C: -1.9282 -3.8322 -1.1739
O: -1.9390 -2.4677 -0.7813
H: -1.0920 -4.3710 -0.7124
H: -2.8769 -4.2806 -0.8873
H: -1.8183 -3.9450 -2.2587
H: -1.0541 -2.0973 -0.9809
C: 1.1707 1.1901 -4.4853
O: 0.8650 0.0893 -5.3422
H: 1.0821 2.0982 -5.0706
H: 0.4659 1.2289 -3.6391
H: 2.1668 1.0991 -4.0371
H: 0.8841 -0.7197 -4.8129
C: 3.1054 2.9410 1.1510
O: 2.8465 1.7537 1.8570
H: 2.5814 3.8097 1.5774
H: 4.1710 3.1599 1.1969
H: 2.8141 2.8674 0.0978
H: 2.0362 1.3293 1.5330
C: 4.1216 -0.4488 -2.2200
O: 3.9018 0.8580 -1.7264
H: 5.1779 -0.7083 -2.1314
H: 3.5698 -1.2102 -1.6479
H: 3.8259 -0.5421 -3.2732
H: 2.9630 0.8992 -1.4838
C: -0.6673 3.6031 -2.7773
O: 0.5305 3.5948 -2.0128
H: -1.2246 4.5203 -2.5571
H: -0.4679 3.5664 -3.8491
H: -1.3474 2.7799 -2.5181
H: 0.8273 2.6664 -1.9467
C: 1.6048 -0.0377 4.2569
O: 0.8650 -1.2595 4.5037
P: -0.6878 -1.3731 4.2029
O: -1.2417 -0.3094 3.3690
O: -0.8573 -2.8036 3.6302
C: -0.3291 -3.1466 2.3287
O: -1.4058 -1.4329 5.5821
C: -0.9853 -2.3623 6.6030
H: 1.9965 0.3435 5.2018
H: 1.0253 0.7545 3.7918
H: 2.4531 -0.2538 3.6132
H: 0.0905 -2.2769 1.8299
H: -1.1387 -3.5545 1.7298
H: 0.4284 -3.9161 2.4480
H: -0.7707 -1.8075 7.5099
H: -0.0962 -2.9222 6.3088
H: -1.7806 -3.0865 6.7651

Output
Energy, hartree: -3412.112168
LUMO level, eV: -0.6

=====

no.,Kohn-Sham gap (eV),E_HOMO (eV)
1,7.65,-7.9
2,8.41,-9.0